2 unconnected molecules or ions with the total composition C3H5NO2S. Source: OMol25; level of theory: ωB97M-V with the def2-TZVPD basis set.

Its total charge is 0. The max |F| comes out at 4.5 eV/Å. For the calculated total energy, the calculation gives -720.48800 Eh. As for the energy relative to the best compared isomer or geometry (same formula, charge and spin): 7.034 eV. As for the lowest unoccupied orbital energy (spin up / spin down): -1.64 / -2.34 eV.

Cartesian coordinates (Å):
C (-0.268, -0.074, 0.808)
C (-0.121, 0.456, -0.593)
C (0.256, -0.894, -0.272)
N (2.730, -1.258, 0.480)
O (4.862, -0.041, -0.077)
O (2.725, 1.200, -0.262)
S (3.402, -0.015, -0.026)
H (0.532, -0.050, 1.563)
H (-1.297, -0.120, 1.260)
H (-1.052, 0.657, -1.100)
H (0.564, 1.158, -1.043)
H (0.762, -1.768, -0.463)